*1*
DFT (ωB97M-V/def2-TZVPD) results for a cluster of 2 separate species, C14H16O2 in total.

The geometry in XYZ format:
```
32
C14H16O2, DFT ωB97M-V/def2-TZVPD
C -2.65478 -1.34338 -3.12652
C 0.61869 -0.96628 -1.26104
C -0.58827 -0.67772 -1.87693
C 1.23104 -2.19368 -1.44406
C -1.26071 -1.62633 -2.63904
C 0.63776 -3.09866 -2.31103
C -0.61378 -2.83534 -2.85694
O 2.43078 -2.52719 -0.89644
H 1.07595 -0.16294 -0.69043
H -1.01275 0.29480 -1.64171
H 2.78885 -1.80084 -0.37841
H 1.21939 -3.91543 -2.72327
H -2.78738 -0.28540 -3.35742
H -3.42771 -1.61629 -2.39794
H -1.11826 -3.62021 -3.40549
H -2.87852 -1.90373 -4.03691
C 2.75771 1.43435 1.60236
C 0.47362 0.56585 2.24625
C 1.33097 1.63001 2.03310
C -0.88414 0.80195 2.43908
C 0.85386 2.92710 2.25739
C -1.35852 2.09729 2.56651
C -0.47361 3.16369 2.58398
O -2.70325 2.35278 2.68761
H 0.89403 -0.43096 2.18492
H -1.54324 -0.00962 2.72493
H 2.78435 1.18820 0.53960
H 3.22971 0.62076 2.15450
H 1.58855 3.71988 2.37677
H -0.80553 4.16874 2.79211
H -3.18689 1.73043 2.12801
H 3.38208 2.31817 1.72643
```

Summary:
* SMILES string: Cc1ccc(O)cc1.Cc1ccc(O)cc1

*2*
DFT (ωB97M-V/def2-TZVPD) results for a cluster of 2 separate species, C14H16O2 in total.

The geometry in XYZ format:
```
32
C14H16O2, DFT ωB97M-V/def2-TZVPD
C 1.01233 -1.01846 5.96152
C 0.96839 -0.10688 1.85604
C -0.06294 0.32082 2.65033
C 1.97907 -0.92864 2.35142
C -0.19856 -0.08695 3.98944
C 1.86446 -1.38630 3.65356
C 0.87917 -0.81609 4.46121
O 1.10715 0.33798 0.53827
H 1.14342 1.30360 0.51539
H -0.87439 0.92333 2.26715
H 2.75331 -1.22823 1.65601
H -0.99073 0.29165 4.61663
H 2.63836 -1.97478 4.12802
H 1.75828 -0.26045 6.25993
H 1.52013 -1.90879 6.32768
H 0.13232 -0.75129 6.53916
C -1.02098 1.73283 -5.73065
C -1.98951 -0.04367 -4.18385
C -1.01716 0.91009 -4.46106
C -1.95241 -0.86339 -3.06860
C -0.08400 1.20763 -3.46812
C -0.96172 -0.56366 -2.13757
C -0.06086 0.47400 -2.28124
O -0.88521 -1.40592 -1.04460
H -2.79267 -0.09037 -4.92101
H -2.65972 -1.63475 -2.81825
H -1.95072 2.29678 -5.78389
H -0.90295 1.14388 -6.63326
H 0.68712 1.92118 -3.73090
H 0.57510 0.79093 -1.47753
H -0.50362 -0.92123 -0.29976
H -0.11045 2.33512 -5.73150
```

Summary:
* SMILES string: Cc1ccc(O)cc1.Cc1ccc(O)cc1

*3*
DFT (ωB97M-V/def2-TZVPD) results for a cluster of 2 separate species, C14H16O2 in total.

The geometry in XYZ format:
```
32
C14H16O2, DFT ωB97M-V/def2-TZVPD
C 1.83816 1.66403 -5.60521
C 2.20845 0.69197 -1.49753
C 2.19557 -0.34084 -2.43395
C 2.04094 2.10127 -1.78848
C 2.12638 -0.14477 -3.75929
C 1.92290 2.28165 -3.16902
C 1.93780 1.22478 -4.17452
O 2.25548 0.35707 -0.18214
H 1.31842 0.46523 0.37524
H 2.21039 -1.36949 -1.99276
H 2.16560 2.85309 -1.05278
H 2.18607 -0.95493 -4.41024
H 1.79045 3.35349 -3.61591
H 1.77918 0.78319 -6.19316
H 2.77878 2.24992 -5.76298
H 0.84096 2.25833 -5.89472
C -4.21821 -1.33255 4.10497
C -0.41927 -0.67313 2.53580
C -1.32796 -1.22954 1.56322
C -0.58721 -0.56653 3.90398
C -2.60730 -1.59647 2.10525
C -1.76995 -0.99149 4.42609
C -2.80949 -1.42967 3.51708
O 0.75726 -0.27303 1.93872
H 1.51490 -0.69857 2.33238
H -1.05046 -1.44396 0.54843
H 0.19469 -0.15799 4.47379
H -3.43213 -2.06832 1.48509
H -2.05284 -0.79053 5.42590
H -4.83201 -0.54894 3.79160
H -4.19059 -1.43428 5.13805
H -4.76498 -2.23897 3.86711
```

Summary:
* SMILES string: Cc1ccc(O)cc1.Cc1ccc(O)cc1

Which is most stable, and by how much? *1*, by 39.5 kJ/mol.

*1*
DFT (ωB97M-V/def2-TZVPD) results for an isolated molecule of C25H30N4O6.

The geometry in XYZ format:
```
65
C25H30N4O6, DFT ωB97M-V/def2-TZVPD
C 4.37475 -0.15772 -0.06950
C 3.27311 0.84632 0.24085
H 2.69035 0.50584 1.10209
H 3.68787 1.83487 0.45029
O 2.40739 1.04588 -0.87416
C 1.47976 0.09531 -1.12299
O 1.31586 -0.84429 -0.36516
C 0.75782 0.31279 -2.36057
C 1.15864 1.13189 -3.41212
N 0.31043 0.97673 -4.45741
C -0.64734 0.04084 -4.13874
C -1.68507 -0.45016 -4.91292
C -2.48496 -1.43412 -4.37054
C -2.29318 -1.88827 -3.06394
C -1.31248 -1.30950 -2.23844
C -0.42105 -0.39262 -2.81242
N -1.25776 -1.66734 -0.89137
C -2.34677 -1.76718 -0.08799
O -3.48587 -1.50778 -0.40978
C -1.97340 -2.25014 1.31436
N -0.89722 -1.43864 1.83923
C -1.34009 -0.10608 2.19628
H -1.90517 0.31305 1.36131
C -0.11355 0.76427 2.47257
N 0.67910 0.17139 3.52253
C 0.94789 0.64910 4.75845
O 1.63988 0.01907 5.54924
C 0.44244 1.96937 5.18610
C 0.85706 2.63749 6.31205
C 0.09284 3.82041 6.38269
C -0.73898 3.78935 5.30533
O -0.53753 2.68161 4.57740
H -1.49326 4.46874 4.95916
H 0.15009 4.58403 7.13061
H 1.61591 2.30312 6.98806
C 1.07789 -1.18359 3.19552
C -0.16472 -2.03434 2.93743
H 0.14189 -3.04250 2.65310
H -0.77020 -2.09503 3.85977
H 1.66220 -1.57590 4.02821
H 1.68055 -1.17112 2.28297
H -0.41374 1.77608 2.72634
H 0.49192 0.78812 1.56037
H -1.99311 -0.11822 3.08856
H -2.87796 -2.23276 1.94432
H -1.62786 -3.28369 1.22987
H -0.34321 -1.60977 -0.43768
O -2.98500 -2.92792 -2.52462
C -4.14744 -3.38103 -3.16834
H -4.59320 -4.10457 -2.48767
H -3.91851 -3.87468 -4.12042
H -4.85577 -2.56483 -3.33654
H -3.26835 -1.85853 -4.97657
H -1.86423 -0.10254 -5.91810
C 0.41968 1.65115 -5.72001
H 0.66284 2.70279 -5.56699
H -0.53104 1.58794 -6.24380
H 1.19411 1.19722 -6.34523
C 2.31870 2.05067 -3.54685
H 2.83056 1.87809 -4.49306
H 3.01520 1.90446 -2.73078
H 1.98380 3.08857 -3.52429
H 3.93978 -1.13241 -0.27680
H 4.94934 0.16377 -0.93534
H 5.03836 -0.24305 0.78608
```

Summary:
* SMILES string: CCOC(=O)c1c(C)n(C)c2ccc(OC)c(NC(=O)CN3CCN(C(=O)c4ccco4)CC3)c12

*2*
DFT (ωB97M-V/def2-TZVPD) results for a structure of composition C25H30N4O6.

The geometry in XYZ format:
```
65
C25H30N4O6, DFT ωB97M-V/def2-TZVPD
N -0.35357 0.21990 -6.10119
C -0.90271 1.03729 -5.19664
C -0.96321 0.63564 -3.89031
C -0.61731 -0.66375 -3.57452
C -0.03823 -1.57050 -4.52946
C 0.16282 -1.01586 -5.84205
H -1.12844 2.05332 -5.48499
H -1.36490 1.28268 -3.12455
H -0.93508 -0.87105 -2.56336
H 0.18512 -2.58110 -4.22090
H 0.65914 -1.47235 -6.68566
N -0.03215 3.69509 -2.58446
C 0.12337 3.40697 -1.25408
C -0.96688 3.23661 -0.42971
C -2.25016 3.38024 -1.00430
C -2.42069 3.66056 -2.33485
C -1.26516 3.86319 -3.09970
H 1.13041 3.38086 -0.86476
H -0.86753 2.95909 0.60928
H -3.11754 3.06043 -0.44593
H -3.46510 3.76999 -2.58712
H -1.31353 3.98893 -4.17127
N 1.92684 1.89577 0.01829
C 2.94049 1.65277 -0.84348
C 4.14388 2.31454 -0.81104
C 4.28274 3.34891 0.17618
C 3.23051 3.63833 1.06550
C 2.10637 2.81590 0.95345
H 2.82094 0.89031 -1.59897
H 4.77606 2.19134 -1.67797
H 4.99581 4.15681 0.10373
H 3.23400 4.51602 1.69482
H 1.20530 3.12429 1.46271
C -1.55787 -3.31882 1.85059
C -2.69023 -2.53672 1.26190
O -3.16729 -1.82656 2.47783
C -2.45214 -2.25690 3.53652
O -2.57856 -1.90586 4.71365
O -1.80617 -3.37034 3.17847
H -0.63788 -2.76324 1.66883
H -1.44237 -4.32004 1.43546
H -3.44755 -3.20617 0.85396
H -2.37739 -1.78617 0.53601
C 0.72489 -2.89329 4.28892
C -0.39076 -3.36267 5.11085
O -0.41104 -4.77627 5.10441
C 0.54316 -5.21462 4.39184
O 0.86056 -6.39200 4.23801
O 1.30122 -4.17814 3.88385
H 1.56247 -2.39488 4.77692
H 0.42622 -2.29250 3.42988
H -1.29305 -3.00408 4.61550
H -0.35637 -2.88169 6.08839
C -0.62696 0.94244 -0.34453
C 0.32924 -0.19600 -0.70607
C 1.25673 -0.72797 0.43690
C 0.56370 -1.14214 1.73347
N 0.02466 -1.46334 2.69711
H -1.30744 0.51697 0.39305
H -1.22496 1.29463 -1.18504
H -0.07262 1.80887 0.01618
H 0.87918 0.16355 -1.57577
H -0.30688 -1.01771 -1.03509
H 1.88649 0.10144 0.75876
H 1.86761 -1.60078 0.20644
```

Which is most stable, and by how much? *1*, by 1088.9 kJ/mol.

*1*
DFT (ωB97M-V/def2-TZVPD) results for a cluster of 2 separate species, C3H11N2S in total.

The geometry in XYZ format:
```
17
C3H11N2S, DFT ωB97M-V/def2-TZVPD
C 0.62981 0.28645 2.00214
S -0.84919 0.18818 0.87985
C -1.79302 -1.30102 1.03686
H 0.91129 -0.71680 2.32221
H 0.31406 0.86934 2.90603
H 1.53678 0.61527 1.38140
H -2.80423 -1.08105 0.64660
H -1.38511 -2.02730 0.24539
H -1.61934 -1.58998 2.09517
N 1.98385 0.39894 -1.11274
C 1.04431 0.38176 -2.10841
N -0.19573 0.08459 -1.91412
H 2.04872 -0.19725 -0.37042
H 2.91971 0.74766 -1.17951
H 1.36450 0.85234 -3.01724
H -0.95772 0.07037 -2.55964
H -0.54511 -0.14129 -0.94319
```

Summary:
* net charge: +1

*2*
DFT (ωB97M-V/def2-TZVPD) results for a cluster of 2 separate species, C3H11N2S in total.

The geometry in XYZ format:
```
17
C3H11N2S, DFT ωB97M-V/def2-TZVPD
C -2.00844 -2.51657 -1.83824
C -2.11470 -1.22431 -1.03896
S -0.50954 -0.83178 -0.25108
H -1.11552 -2.52047 -2.45565
H -1.89563 -3.34027 -1.14633
H -2.85449 -2.62803 -2.50720
H -2.84622 -1.30124 -0.23670
H -2.37850 -0.38170 -1.67799
H 0.21563 -0.78880 -1.37486
N 0.76093 1.81648 1.49297
C 2.04455 1.60885 1.33820
N 3.00834 2.25490 1.98223
H 0.42612 2.73967 1.73875
H 0.13128 1.23798 0.93046
H 2.42617 0.97123 0.54766
H 3.89708 1.78515 2.03234
H 2.81294 3.11889 2.46439
```

Summary:
* net charge: +1

*3*
DFT (ωB97M-V/def2-TZVPD) results for a cluster of 2 separate species, C3H11N2S in total.

The geometry in XYZ format:
```
17
C3H11N2S, DFT ωB97M-V/def2-TZVPD
C 0.24802 1.94734 -0.11335
C -0.67636 -0.02743 1.24512
C -0.34525 0.63510 -0.01322
N -0.60037 -0.07219 -1.08261
N -1.45898 -1.24857 1.07582
S 2.42938 -1.36854 -0.93843
H 1.00598 2.03980 -0.92631
H 0.80059 1.93825 0.72814
H -0.56660 2.80493 0.07215
H -1.01280 0.61298 2.03380
H 0.38542 -0.21725 1.63921
H -1.13296 -0.90765 -0.85514
H -0.41852 0.05654 -2.11294
H -2.32954 -1.11796 1.46383
H -1.07034 -2.10472 1.30616
H 2.81938 -2.44333 -1.63603
H 1.92294 -0.52731 -1.88619
```

Summary:
* net charge: +1

Which is most stable, and by how much? *2*, by 107.0 kJ/mol.

*1*
DFT (ωB97M-V/def2-TZVPD) results for a cluster of 2 separate species, C3H11N2S in total.

The geometry in XYZ format:
```
17
C3H11N2S, DFT ωB97M-V/def2-TZVPD
C -2.09843 2.48453 1.27451
C -1.98655 1.15029 1.97957
S -1.35857 -0.16954 0.96389
H -2.69296 2.45057 0.36567
H -1.14593 2.96274 1.00537
H -2.46626 3.19836 2.00651
H -1.43546 1.20770 2.92261
H -2.97758 0.95355 2.41360
H -1.39358 -1.20635 1.82505
N 1.56066 -1.99810 -1.59647
C 2.51676 -1.31579 -2.19220
N 2.93454 -0.15874 -1.76123
H 1.28606 -1.69918 -0.66677
H 1.43607 -2.97914 -1.83719
H 2.94053 -1.68826 -3.10699
H 3.51651 0.36214 -2.41745
H 2.73144 0.26957 -0.87089
```

Summary:
* net charge: +1

*2*
DFT (ωB97M-V/def2-TZVPD) results for a cluster of 2 separate species, C3H11N2S in total.

The geometry in XYZ format:
```
17
C3H11N2S, DFT ωB97M-V/def2-TZVPD
C -0.35326 -0.27961 -2.57560
C 0.50608 0.31496 -1.42669
C 0.62684 -0.14343 1.04927
N -1.07359 0.86281 1.97936
N 0.60588 -0.61155 -0.23681
S 0.77465 -1.44942 2.15852
H -0.16948 0.27217 -3.42585
H -0.13154 -1.33164 -2.80800
H -1.34573 -0.17119 -2.40405
H 0.20155 1.35664 -1.28767
H 1.50470 0.27005 -1.87284
H 0.99895 0.83511 1.22770
H -0.92343 0.24761 2.76452
H -2.00724 0.62997 1.75140
H 0.50559 -1.61409 -0.44216
H -1.11593 1.83672 2.26169
H 1.39595 -1.02509 3.28724
```

Summary:
* net charge: +1

Which is most stable, and by how much? *1*, by 133.6 kJ/mol.